*one*
One molecule with the formula C6H9NO. Source: the Open Molecules 2025 dataset; level of theory: the ωB97M-V functional and the def2-TZVPD basis.

Results
SMILES string: C#C[C@H]1C[C@@H](O)[C@H]1N
Kohn-Sham gap: 9.886 eV
Highest occupied orbital energy: -9.027 eV
Net charge: 0

Cartesian coordinates (Å):
C1 2.68514 -0.05790 0.55920
C2 1.58316 0.03871 0.06736
C3 0.47175 -0.13592 -0.86731
C4 -0.42112 -1.39303 -0.58152
C5 -1.33854 -0.50671 0.27839
O1 -0.97166 -0.49640 1.65065
C6 -0.80281 0.79719 -0.52345
N1 -0.50082 2.00375 0.19065
H1 3.50831 -0.45029 1.07459
H2 0.63709 -0.14466 -1.97356
H3 0.04370 -2.24982 -0.10864
H4 -0.94087 -1.64337 -1.50036
H5 -2.42294 -0.68593 0.32192
H6 -0.06744 -0.27894 1.87450
H7 -1.45186 0.87965 -1.47404
H8 0.32363 2.54383 -0.19989
H9 -0.33470 1.77985 1.21151

These are the natural (NBO) partial charges, in e, on atoms 1 to 6: -0.23 -0.03 -0.34 -0.41 0.11 -0.73



*two*
C6H9NO as an isolated structure. Source: the Open Molecules 2025 dataset; level of theory: the ωB97M-V functional and the def2-TZVPD basis.

Results
Kohn-Sham gap: 9.047 eV
Highest occupied orbital energy: -8.317 eV
Net charge: 0

Cartesian coordinates (Å):
C1 3.21396 1.09190 0.99765
C2 1.93039 0.54168 0.77223
C3 2.74434 0.98510 -0.30519
C4 -0.72155 -1.32108 -0.45281
C5 -0.72483 1.28979 -0.67963
C6 -0.75548 0.09751 0.19413
N1 0.80019 0.10005 1.22670
O1 2.71127 1.13733 -1.49046
H1 4.11552 0.93934 1.57955
H2 -0.69680 -1.95291 0.41569
H3 -1.65062 -1.26786 -0.95843
H4 0.06124 -1.38868 -1.12392
H5 -1.63353 1.53823 -1.07497
H6 -0.11763 1.13223 -1.49601
H7 -0.32598 2.19941 -0.25023
H8 -1.39707 0.16507 1.02680
H9 0.42830 0.01500 2.19556

These are the natural (NBO) partial charges, in e, on atoms 1 to 6: -0.34 0.17 0.47 -0.62 -0.68 0.11



Least stable: *two*